No. 1
An isolated molecule of C23H25NO4, computed with ωB97M-V with the def2-TZVPD basis set.

Geometry as XYZ:
```
53
Properties=species:S:1:pos:R:3:lowdin_charge:R:1
O 0.71 2.14 -1.02 0.055
C 0.61 1.89 0.17 -0.401
N 0.18 2.73 1.12 0.138
C -0.15 4.12 1.02 -0.257
C -1.00 4.69 -0.08 -0.090
C 0.47 5.01 -0.02 -0.090
C 1.06 0.57 0.73 -0.165
C 1.78 -0.28 0.00 0.048
C 2.38 -1.54 0.55 -0.223
C 1.85 -2.74 -0.22 -0.185
C 1.07 -3.74 0.33 -0.048
C 0.63 -4.80 -0.45 -0.078
C 0.95 -4.87 -1.79 -0.094
C 1.74 -3.87 -2.35 -0.082
C 2.19 -2.82 -1.57 -0.043
C 2.21 -1.56 2.08 -0.043
C 0.89 -0.94 2.53 -0.336
O -0.15 -1.80 2.17 -0.086
C -1.46 -1.26 2.20 -0.119
C -1.79 -0.54 0.92 -0.204
C -1.41 -1.12 -0.29 -0.016
C -1.59 -0.44 -1.48 -0.015
C -2.17 0.82 -1.49 -0.207
C -2.26 1.62 -2.77 -0.216
O -1.49 2.79 -2.70 -0.078
C -2.60 1.37 -0.29 -0.030
C -2.40 0.71 0.90 -0.034
O 0.73 0.37 2.05 0.001
H 0.13 2.34 2.05 0.139
H -0.29 4.54 2.01 0.142
H -1.70 5.47 0.19 0.100
H -1.33 4.05 -0.88 0.068
H 0.79 5.99 0.28 0.096
H 1.10 4.54 -0.76 0.096
H 1.96 -0.03 -1.03 0.127
H 3.46 -1.50 0.34 0.154
H 0.79 -3.70 1.37 0.101
H 0.02 -5.57 0.00 0.103
H 0.60 -5.69 -2.39 0.100
H 2.01 -3.92 -3.39 0.102
H 2.81 -2.06 -2.02 0.115
H 3.01 -0.95 2.52 0.133
H 2.29 -2.57 2.48 0.125
H 0.88 -0.80 3.63 0.170
H -2.12 -2.13 2.32 0.138
H -1.58 -0.59 3.07 0.132
H -0.94 -2.09 -0.28 0.110
H -1.26 -0.89 -2.40 0.116
H -1.94 0.99 -3.62 0.117
H -3.29 1.95 -2.95 0.125
H -0.61 2.56 -2.34 0.056
H -3.06 2.35 -0.30 0.120
H -2.71 1.17 1.83 0.117
```

Calculated values
- HOMO (eV) = -8.673
- SMILES = O=C(NC1CC1)C1=C[C@H](c2ccccc2)C[C@H](OCc2ccc(CO)cc2)O1
- LUMO level (eV) = 0.62
- total charge = 0
- multiplicity = 1
- strongest force on any atom (eV/A) = 1.05

=====

No. 2
A cluster of 4 separate species, C16H32O4 in total, computed with ωB97M-V with the def2-TZVPD basis set.

Geometry as XYZ:
```
52
Properties=species:S:1:pos:R:3:lowdin_charge:R:1
C 1.26 3.75 3.03 -0.185
C 2.46 3.03 2.37 -0.170
C 3.54 3.42 3.40 -0.220
O 3.35 4.82 3.58 -0.151
C 1.88 5.04 3.56 -0.153
H 1.01 3.17 3.92 0.108
H 0.48 3.89 2.28 0.090
H 2.64 3.41 1.37 0.112
H 2.35 1.94 2.35 0.100
H 4.51 3.13 3.00 0.119
H 3.49 3.02 4.41 0.122
H 1.68 5.90 2.93 0.117
H 1.64 5.18 4.62 0.117
C -1.02 1.57 0.06 -0.168
C -1.38 1.47 -1.39 -0.132
C -2.86 1.73 -1.25 -0.064
O -3.26 1.05 -0.02 0.171
C -2.09 0.87 0.81 -0.065
H -1.04 2.62 0.37 0.133
H -0.04 1.15 0.27 0.128
H -1.09 0.46 -1.71 0.134
H -0.95 2.22 -2.06 0.150
H -3.39 1.50 -2.17 0.162
H -2.95 2.81 -1.25 0.177
H -1.91 -0.18 1.03 0.163
H -2.34 1.36 1.75 0.177
C 1.63 -1.88 -2.84 -0.149
C 2.36 -1.11 -1.75 -0.177
C 2.23 0.34 -2.13 -0.204
O 1.56 0.34 -3.37 -0.132
C 1.83 -0.86 -3.97 -0.239
H 0.58 -2.15 -2.68 0.104
H 2.09 -2.83 -3.09 0.115
H 3.40 -1.43 -1.65 0.118
H 1.95 -1.39 -0.78 0.101
H 3.21 0.79 -2.30 0.127
H 1.72 0.85 -1.31 0.096
H 2.83 -0.85 -4.41 0.128
H 1.21 -1.04 -4.84 0.126
C -3.05 -3.71 -0.60 -0.180
C -2.14 -3.54 0.58 -0.184
C -1.55 -4.92 0.79 -0.211
O -2.60 -5.71 0.35 -0.121
C -3.27 -5.19 -0.78 -0.196
H -2.55 -3.39 -1.51 0.103
H -4.05 -3.29 -0.55 0.114
H -2.72 -3.27 1.46 0.107
H -1.51 -2.65 0.66 0.087
H -1.30 -5.28 1.78 0.132
H -0.63 -5.01 0.20 0.118
H -4.23 -5.69 -0.70 0.127
H -3.00 -5.47 -1.80 0.115
```

Calculated values
- HOMO (alpha / beta) (eV) = -11.680 / -11.680
- LUMO level (alpha / beta) (eV) = -2.96 / -9.31
- total charge = +1
- multiplicity = 2
- strongest force on any atom (eV/A) = 2.72

=====

The ΔE to the lowest compared entry with this formula, charge and spin results, record by record, are as follows: 99.5; 0.0 kJ/mol.